[1]
14
Properties=species:S:1:pos:R:3:lowdin_charge:R:1 method="wB97M-V/def2-TZVPD" e_homo_ev=-10.1 relative_energy_ev=1.708 spin_multiplicity=1 energy_ev=-9845.5713 homo_lumo_gap_ha=0.4025 smiles="[H]/N=C(/C)OCC=O"
H 0.46701 1.62225 -0.52729 0.052
N -0.49374 1.29319 -0.50136 0.172
C -0.81705 0.13249 -0.12480 -0.496
C -2.27526 -0.17907 0.00299 -0.015
O -0.01894 -0.91186 0.26698 -0.038
C 1.28303 -0.52272 0.65144 -0.159
C 2.14140 -0.10294 -0.51654 -0.250
O 3.01751 0.72062 -0.41390 0.062
H -2.50163 -1.23750 -0.11165 0.080
H -2.61222 0.17762 0.98696 0.093
H -2.78052 0.40381 -0.76475 0.081
H 1.26840 0.31950 1.34807 0.139
H 1.75196 -1.38241 1.14058 0.142
H 1.90525 -0.60978 -1.47000 0.137

[2]
9
Properties=species:S:1:pos:R:3:lowdin_charge:R:1 method="wB97M-V/def2-TZVPD" e_homo_ev=-15.5 relative_energy_ev=3.910 spin_multiplicity=1 energy_ev=-75149.5224 homo_lumo_gap_ha=0.3445 charge=+1 smiles="CN1[NH+]=C1Br"
C 1.06523 -0.69043 -0.16807 0.048
N -0.06430 0.13353 -0.60232 -0.002
N -0.48552 1.48808 0.01030 0.159
C -1.25079 0.32871 -0.08618 -0.794
Br -2.84630 -0.37858 0.08083 1.107
H 2.03403 -0.59357 -0.61267 0.112
H 1.05741 -0.53119 0.83243 0.067
H 0.60016 -1.60433 -0.44107 0.105
H -0.10992 1.84776 0.98675 0.198

[3]
64
Properties=species:S:1:pos:R:3:lowdin_charge:R:1 method="wB97M-V/def2-TZVPD" e_homo_ev="-7.9 / -8.8" spin_multiplicity=2 energy_ev=-40177.8019 s2=0.75 homo_lumo_gap_ha="0.2964 / 0.3326"
C -1.56005 1.54056 -2.85947 -0.017
C -0.23427 0.97909 -2.30539 -0.442
C 0.40722 0.19596 -3.46528 -0.031
C 0.67279 2.17701 -1.93811 -0.052
C 1.40319 2.22594 -0.58988 -0.279
C 2.91778 2.47064 -0.71841 -0.111
C 3.32841 3.59037 -1.68039 -0.226
O 2.32962 4.59621 -1.79921 -0.058
B 0.83551 3.34605 0.37675 -0.639
O 1.37262 3.47041 1.65614 0.139
O -0.23904 4.15450 0.04225 0.143
C 1.26552 0.91604 0.22481 -0.075
C -0.07498 0.22246 0.14589 -0.450
C -1.15124 0.95694 0.95887 0.018
C 0.10445 -1.15260 0.79738 -0.016
N -0.58628 0.02667 -1.23489 -0.105
O -0.81315 -1.17219 -1.61114 -0.038
H -2.03558 2.13202 -2.08337 0.083
H -2.19899 0.69507 -3.08509 0.083
H -1.36727 2.12631 -3.74875 0.089
H 0.80578 0.89168 -4.19278 0.080
H -0.34615 -0.38149 -3.97972 0.074
H 1.19986 -0.45979 -3.12230 0.091
H 0.08845 3.08243 -2.03073 0.105
H 1.41481 2.24757 -2.72113 0.105
H 3.35713 2.67249 0.25188 0.116
H 3.38297 1.54348 -1.04547 0.123
H 3.56600 3.17202 -2.65395 0.115
H 4.23927 4.05241 -1.31320 0.114
H 2.01276 4.65333 -2.71054 0.103
H 2.07890 4.13227 1.69944 0.120
H 0.08285 5.05948 -0.12566 0.123
H 1.46513 1.11373 1.27051 0.105
H 2.02778 0.20478 -0.09010 0.132
H -1.99639 0.30948 1.14614 0.091
H -0.71556 1.35189 1.87137 0.090
H -1.51005 1.80644 0.37926 0.083
H -0.83699 -1.66649 0.92313 0.081
H 0.49349 -0.95644 1.79493 0.067
H 0.84253 -1.75391 0.28306 0.094
F 2.89245 -0.50023 2.96051 0.056
C 1.90698 -0.49955 3.88222 -0.310
C 1.47424 -1.70326 4.40071 -0.022
C 0.45971 -1.69495 5.34663 -0.079
C -0.10912 -0.49508 5.75252 -0.093
C 0.33976 0.70263 5.21339 -0.077
C 1.36005 0.70549 4.27371 -0.021
H 1.92586 -2.62713 4.06472 0.121
H 0.11194 -2.62887 5.76667 0.105
H -0.90305 -0.49470 6.48711 0.101
H -0.10592 1.63842 5.52211 0.107
H 1.72696 1.62789 3.84074 0.112
F -3.62794 -7.43805 -2.34541 0.048
C -3.35993 -6.15669 -2.01427 -0.293
C -3.83802 -5.66078 -0.81881 -0.025
C -3.55637 -4.34362 -0.48290 -0.081
C -2.81286 -3.54387 -1.34092 -0.093
C -2.34551 -4.06515 -2.53823 -0.075
C -2.61533 -5.38252 -2.88134 -0.019
H -4.41980 -6.29905 -0.16695 0.114
H -3.91851 -3.94153 0.45407 0.102
H -2.59293 -2.52121 -1.07977 0.077
H -1.76696 -3.44101 -3.20581 0.102
H -2.25457 -5.80997 -3.80755 0.115

[4]
21
Properties=species:S:1:pos:R:3:lowdin_charge:R:1 method="wB97M-V/def2-TZVPD" e_homo_ev=-0.3 relative_energy_ev=0.000 spin_multiplicity=1 energy_ev=-37734.3019 homo_lumo_gap_ha=0.2203 charge=-2 smiles="CS(=O)(=O)c1ccccc1P(=O)([O-])[O-]"
C -0.89292 -1.49860 -2.20517 -0.210
S 0.57015 -1.42238 -1.32828 0.613
O 1.73129 -1.02196 -2.08878 -0.329
O 0.75429 -2.78179 -0.77378 -0.415
C 0.34708 -0.38618 0.00022 -0.297
C 0.53524 -0.82239 1.24309 -0.116
C 0.48027 0.04593 2.40576 -0.123
C 0.26881 1.41290 2.23467 -0.117
C 0.02711 1.84277 0.90516 -0.166
C 0.09670 1.13619 -0.22514 -0.138
P -1.13901 1.62806 -1.61892 0.078
O -2.35996 0.82863 -1.07817 -0.450
O -1.33201 3.11395 -1.50428 -0.451
O -0.48415 1.20079 -2.91621 -0.433
H -1.56782 -0.61965 -1.99781 0.023
H -0.65771 -1.61704 -3.26216 0.068
H -1.50387 -2.36755 -1.93305 0.064
H 0.72013 -1.91965 1.30992 0.101
H 0.44108 -0.44775 3.43463 0.090
H 0.35704 2.08367 3.15180 0.098
H -0.14640 2.95023 0.64883 0.113

[5]
71
Properties=species:S:1:pos:R:3:lowdin_charge:R:1 method="wB97M-V/def2-TZVPD" e_homo_ev=-2.9 spin_multiplicity=1 energy_ev=-42476.3993 homo_lumo_gap_ha=0.1535 charge=-1
Rb 0.42240 -0.09836 0.08092 0.913
C 0.32919 4.00641 -0.03859 -1.059
O -0.20732 2.89020 0.02162 -0.188
O -0.23790 5.02461 -0.50349 -0.090
O 1.52910 4.09345 0.28446 -0.091
C 1.54139 1.98108 -2.82741 -0.127
O 0.17851 1.87276 -2.47051 -0.172
H 2.06468 1.12466 -2.40219 0.053
H 1.71833 1.94130 -3.90221 0.080
H 1.95612 2.93869 -2.51262 0.102
H 0.09722 2.30729 -1.61835 0.005
C 2.77153 1.45334 2.34447 -0.149
O 2.66104 1.69835 0.96059 -0.204
H 1.82271 1.13720 2.77793 0.062
H 3.42533 0.63820 2.65460 0.068
H 3.13235 2.35663 2.83639 0.094
H 2.38530 2.61482 0.88544 0.026
C -3.04383 1.33963 -1.12076 -0.137
O -2.56338 1.44879 0.18806 -0.150
H -3.89045 1.99250 -1.33311 0.088
H -2.23606 1.48373 -1.83828 0.071
H -3.39018 0.32701 -1.32748 0.066
H -1.96829 2.20204 0.17931 0.037
C -0.60895 -0.82644 4.30778 -0.158
O -1.42158 0.34564 4.33086 -0.118
H -0.57906 -1.36233 3.35908 0.041
H 0.41017 -0.45318 4.40867 0.064
H -0.66665 -1.55627 5.11532 0.077
H -1.17765 0.98396 3.65660 0.008
C 4.31475 -1.32886 0.14530 -0.147
O 4.32049 -0.03715 -0.48369 -0.130
H 4.85176 -1.18447 1.08278 0.074
H 3.30962 -1.73850 0.24538 0.050
H 4.94251 -2.01752 -0.42019 0.074
H 3.77730 0.58927 0.00020 0.016
C -2.49452 -2.91000 -2.23216 -0.159
O -3.07926 -4.20506 -2.18799 -0.110
H -1.60988 -2.88834 -2.86859 0.073
H -3.13884 -2.05273 -2.42720 0.074
H -2.02803 -2.65832 -1.27972 0.058
H -3.83271 -4.22990 -1.59360 0.070
C -1.12876 3.43516 3.46278 -0.152
O -1.08871 2.33814 2.64340 -0.138
H -1.89579 4.09822 3.06263 0.090
H -1.42110 3.18974 4.48376 0.082
H -0.18461 3.97917 3.43583 0.093
H -0.81371 2.62480 1.76945 0.040
C -1.55531 -0.10204 -4.92713 -0.176
O -1.67154 1.26727 -4.70835 -0.107
H -0.55791 -0.44605 -5.20091 0.066
H -1.77449 -0.56827 -3.96656 0.057
H -2.28313 -0.48011 -5.64508 0.080
H -1.10164 1.53067 -3.98210 0.033
C -3.01136 -2.09088 1.73624 -0.122
O -2.09356 -1.22913 1.04058 -0.237
H -3.27797 -1.69152 2.71478 0.085
H -3.85379 -2.24745 1.06252 0.077
H -2.53843 -3.06486 1.86199 0.072
H -2.54530 -0.39875 0.87323 0.028
C 1.93891 -1.62814 -3.12638 -0.163
O 1.20889 -2.01364 -1.99797 -0.189
H 2.19678 -2.47017 -3.76870 0.085
H 1.49790 -0.85465 -3.75513 0.073
H 2.92650 -1.23708 -2.88175 0.078
H 1.29866 -2.96093 -1.87082 0.085
C 1.10064 -3.27098 2.08781 -0.121
O 1.69782 -1.95498 2.28863 -0.176
H 0.10640 -3.12832 1.66446 0.063
H 1.62494 -3.87861 1.35024 0.075
H 0.94225 -3.87948 2.97816 0.084
H 2.47032 -2.11118 2.83676 0.081

[6]
89
Properties=species:S:1:pos:R:3:lowdin_charge:R:1 method="wB97M-V/def2-TZVPD" e_homo_ev="-13.4 / -13.4" relative_energy_ev=0.971 spin_multiplicity=3 energy_ev=-90354.1977 s2=2.00 homo_lumo_gap_ha="0.2839 / 0.2843" charge=+2
Pr 11.74183 11.77893 11.83728 1.080
C 9.09823 10.34657 9.05379 -0.009
C 8.72496 10.19315 10.49148 -0.284
C 7.40853 10.42879 10.92272 0.012
C 7.08322 10.35963 12.29293 -0.028
C 8.11050 9.89084 13.12031 -0.125
C 9.42764 9.70632 12.68085 -0.474
N 9.74563 9.96869 11.38196 -0.006
Sb 10.95189 9.11782 14.05738 1.554
C 11.80656 10.63577 15.34984 -0.468
C 12.27494 10.29347 16.62088 -0.077
C 12.68922 11.36585 17.48015 -0.018
C 12.66119 12.66720 17.02980 0.001
C 12.14625 12.87538 15.73394 -0.302
C 11.89545 14.28373 15.28092 -0.027
N 11.82676 11.88181 14.87339 0.008
C 12.41875 8.46154 12.61764 -0.451
C 12.88028 7.15406 12.76684 -0.110
C 13.88156 6.67136 11.95720 -0.023
C 14.32555 7.50426 10.93010 -0.001
C 13.72533 8.75758 10.74792 -0.285
C 14.22653 9.52882 9.54119 -0.010
N 12.80313 9.25084 11.59853 -0.001
H 8.50261 11.16396 8.65756 0.087
H 10.21219 10.46421 8.95633 0.068
H 8.80283 9.44738 8.47044 0.113
H 6.63713 10.55756 10.17791 0.128
H 6.08922 10.64437 12.64336 0.124
H 7.91047 9.68806 14.15728 0.098
H 12.31230 9.26583 16.95382 0.099
H 13.01860 11.12836 18.49566 0.124
H 13.10800 13.51601 17.51796 0.126
H 11.17113 14.77064 15.95380 0.101
H 12.80632 14.87784 15.28765 0.086
H 11.55130 14.36332 14.19340 0.069
H 12.40706 6.48462 13.46979 0.096
H 14.37958 5.71860 12.05953 0.124
H 15.02382 7.11264 10.19222 0.128
H 15.20666 9.99892 9.79397 0.104
H 14.42665 8.80381 8.69357 0.117
H 13.52789 10.26740 9.18425 0.017
C 16.30416 10.19884 13.38936 -0.013
C 17.16178 11.19629 12.82708 -0.020
C 16.64378 12.42043 12.48335 0.039
C 15.17441 12.59897 12.57603 -0.171
N 14.41585 11.61261 13.07586 0.080
C 14.94647 10.42820 13.49946 -0.100
C 14.46160 13.77021 12.11395 -0.184
C 15.22884 14.78560 11.49529 0.025
C 14.61652 15.89778 10.91807 0.004
C 13.21320 15.97514 10.99935 -0.030
C 12.54101 14.98563 11.62757 -0.124
N 13.09724 13.84887 12.15749 -0.014
H 16.69969 9.26327 13.70065 0.105
H 18.20080 10.88691 12.70890 0.126
H 17.29554 13.17499 12.13588 0.094
H 14.29194 9.72565 13.96759 0.089
H 16.27246 14.70286 11.49750 0.090
H 15.21336 16.55223 10.24398 0.142
H 12.67101 16.76760 10.44957 0.137
H 11.46592 15.09355 11.77274 0.116
C 11.26710 13.97816 7.64491 -0.164
Si 12.41355 12.60431 8.11054 0.361
C 14.24146 13.12181 7.80975 -0.144
C 11.99475 11.06140 7.10144 -0.155
O 12.08308 12.15590 9.69922 -0.552
H 11.71647 14.40471 6.74062 0.045
H 11.07590 14.79668 8.36216 0.029
H 10.28239 13.60965 7.33699 0.039
H 14.31338 13.25191 6.71496 0.043
H 14.97302 12.39671 8.11030 0.008
H 14.50986 14.08060 8.30976 0.026
H 11.06709 11.17142 6.56282 0.033
H 12.04882 10.12700 7.63133 0.013
H 12.75246 10.90354 6.34187 0.036
S 7.16973 13.52463 13.78668 1.107
C 8.81477 12.87277 13.74187 -0.402
N 9.49069 13.02351 12.61125 -0.031
C 8.66721 13.71313 11.67751 -0.288
C 9.03283 14.10079 10.38793 -0.013
C 8.09221 14.77451 9.58501 -0.055
C 6.78250 14.96904 10.00743 -0.053
C 6.45354 14.66938 11.33512 -0.075
C 7.34746 13.99038 12.12884 -0.483
H 9.16378 12.40830 14.65526 0.080
H 10.00643 13.95375 9.96154 0.063
H 8.35730 15.22001 8.64023 0.109
H 6.05413 15.39489 9.27052 0.137
H 5.43384 14.84743 11.73391 0.131